{"formula": "C5H10O3", "method": "ωB97M-V/def2-TZVPD", "lumo_energy_ev": 0.4, "spin_multiplicity": 1, "homo_lumo_gap_ev": 9.36, "charge": 0, "e_above_lowest_ev": 1.995, "smiles": "C[C@@H](O)[C@](C)(O)C=O", "species": ["C", "C", "C", "O", "O", "H", "H", "H", "H", "H", "H", "C", "C", "O", "H", "H", "H", "H"], "coordinates": [[0.09948, 1.63853, -1.21774], [0.33425, 0.78989, 0.01210], [-0.66910, 0.88893, 1.04602], [1.66042, 0.89401, 0.41594], [-1.88892, 0.70691, 0.85330], [1.79271, 0.42615, 1.24894], [-1.91110, -0.37747, -0.17803], [-0.27810, 0.93947, 2.07813], [-0.89863, 1.46434, -1.60926], [0.20769, 2.69200, -0.96090], [0.83788, 1.38883, -1.97742], [0.32245, -1.93615, 0.57179], [-0.08152, -0.95893, -0.51706], [-1.37261, -0.99707, -0.87326], [0.58622, -0.97432, -1.38340], [1.36405, -1.80120, 0.86222], [-0.32140, -1.83297, 1.44462], [0.21623, -2.95096, 0.18398]]}

{"formula": "C30H23AgF3NS2Sb", "method": "ωB97M-V/def2-TZVPD", "lumo_energy_ev": 2.3, "spin_multiplicity": 1, "homo_lumo_gap_ev": 5.53, "charge": -1, "species": ["Ag", "S", "C", "C", "C", "C", "C", "C", "S", "H", "H", "H", "H", "C", "C", "C", "C", "C", "C", "Sb", "C", "C", "C", "C", "C", "C", "C", "C", "C", "C", "C", "C", "H", "H", "H", "H", "H", "H", "H", "H", "H", "H", "H", "H", "H", "H", "H", "F", "C", "F", "F", "C", "C", "C", "N", "C", "C", "H", "H", "H", "H"], "coordinates": [[-0.20414, 0.25067, -0.52036], [-1.69543, -1.59340, -0.91466], [-3.19877, -0.76222, -0.45058], [-4.33905, -1.57715, -0.44658], [-5.59853, -1.10938, -0.12428], [-5.75631, 0.23032, 0.20453], [-4.64686, 1.05204, 0.21057], [-3.35778, 0.59990, -0.09825], [-2.07550, 1.82158, 0.02005], [-4.20537, -2.62028, -0.70893], [-6.44455, -1.78698, -0.13092], [-6.72974, 0.63037, 0.46436], [-4.75495, 2.09751, 0.47449], [2.40511, 1.71483, 5.73948], [1.27674, 2.26478, 5.14657], [0.50319, 1.50375, 4.28320], [0.82201, 0.17295, 4.00847], [1.95951, -0.36145, 4.60713], [2.74413, 0.39834, 5.46585], [-0.24556, -0.78691, 2.38117], [0.21373, -2.81096, 2.92516], [0.25790, -3.26772, 4.24076], [0.55079, -4.59345, 4.52467], [0.79558, -5.48618, 3.48904], [0.74104, -5.04799, 2.17529], [0.45288, -3.71752, 1.89608], [-2.20901, -0.78117, 3.21855], [-2.92866, 0.40993, 3.26037], [-4.23018, 0.42950, 3.73741], [-4.83711, -0.74421, 4.15625], [-4.13826, -1.93939, 4.08871], [-2.83153, -1.95744, 3.62178], [3.01925, 2.31202, 6.40208], [1.00761, 3.29563, 5.34175], [-0.35734, 1.96427, 3.80946], [2.24792, -1.38684, 4.40197], [3.62458, -0.04135, 5.92003], [0.05168, -2.58218, 5.05561], [0.58042, -4.93258, 5.55305], [1.01957, -6.52335, 3.70727], [0.91494, -5.74209, 1.36241], [0.38544, -3.38677, 0.86478], [-2.50140, 1.32113, 2.85724], [-4.78120, 1.36176, 3.74405], [-5.86236, -0.73147, 4.50544], [-4.61349, -2.86665, 4.38555], [-2.30506, -2.90253, 3.56501], [3.02373, 4.49157, 3.94407], [3.81654, 3.91091, 3.02916], [4.42823, 4.92002, 2.36816], [4.77503, 3.24560, 3.69165], [3.05069, 3.03124, 2.08069], [3.38763, 1.70213, 1.89667], [2.66497, 0.97526, 0.96042], [1.65434, 1.48712, 0.26128], [1.31935, 2.76451, 0.47133], [1.99939, 3.57758, 1.35839], [4.18805, 1.23638, 2.45224], [2.89129, -0.06845, 0.78131], [0.46458, 3.12664, -0.08487], [1.69923, 4.60795, 1.48834]]}

{"formula": "C8H28N4O6", "method": "ωB97M-V/def2-TZVPD", "lumo_energy_ev": 0.3, "spin_multiplicity": 1, "homo_lumo_gap_ev": 8.53, "charge": 0, "e_above_lowest_ev": 8.651, "species": ["C", "O", "H", "H", "H", "H", "C", "O", "H", "H", "H", "H", "C", "O", "N", "N", "H", "H", "H", "H", "C", "O", "N", "N", "H", "H", "H", "H", "C", "C", "O", "H", "H", "H", "H", "H", "H", "C", "C", "O", "H", "H", "H", "H", "H", "H"], "coordinates": [[-1.75945, -11.11301, 25.23501], [-0.82467, -11.93858, 25.97556], [-2.77682, -11.09668, 25.62589], [-1.42111, -10.08270, 25.34492], [-1.68687, -11.29915, 24.16348], [-1.11586, -12.85331, 25.96803], [-1.74941, -6.74379, 24.87591], [-0.67123, -5.86095, 24.72966], [-1.63737, -7.29678, 25.80851], [-2.61309, -6.07948, 24.84662], [-1.96934, -7.45244, 24.07744], [0.10887, -6.40675, 24.60657], [2.89109, -6.40798, 22.75686], [3.40241, -7.49724, 22.56086], [2.42201, -5.69518, 21.81551], [2.62581, -5.99778, 23.91534], [2.03849, -4.80616, 22.10299], [2.57811, -6.00953, 20.86845], [2.07804, -5.15925, 24.04542], [3.03712, -6.49899, 24.68975], [2.64335, -7.38137, 27.59976], [3.02066, -6.67711, 26.67363], [1.53145, -7.29384, 28.30022], [3.22906, -8.51277, 27.84346], [1.18822, -8.14462, 28.72267], [1.04115, -6.45098, 28.03698], [2.71280, -9.16770, 28.41323], [3.95251, -8.80489, 27.20206], [0.83160, -9.28957, 25.58993], [0.99815, -8.35067, 24.36236], [0.85816, -7.03399, 24.82523], [1.51051, -8.90087, 26.34894], [0.99187, -10.33694, 25.33416], [-0.23152, -9.29848, 25.83032], [0.31120, -8.55114, 23.54016], [2.01817, -8.31652, 23.97964], [1.66001, -6.88103, 25.33046], [-2.13138, -8.46206, 27.66887], [-0.85919, -7.58150, 27.80138], [-1.23595, -6.28091, 28.29009], [-2.83723, -8.11528, 26.91413], [-2.70723, -8.43160, 28.59383], [-1.91414, -9.41234, 27.18114], [-0.32667, -7.48279, 26.85545], [-0.12199, -8.07623, 28.43375], [-0.51964, -5.64178, 28.29127]]}

{"formula": "C5H9OP", "method": "ωB97M-V/def2-TZVPD", "lumo_energy_ev": 0.2, "spin_multiplicity": 1, "homo_lumo_gap_ev": 8.64, "charge": 0, "e_above_lowest_ev": 2.616, "species": ["C", "C", "C", "C", "C", "O", "P", "H", "H", "H", "H", "H", "H", "H", "H", "H"], "coordinates": [[0.91715, -0.68963, 1.42898], [1.73384, -0.01327, 0.63046], [-0.25251, -1.23329, 0.82366], [-0.08959, -1.36341, -0.67907], [-0.61711, 2.12693, -1.03890], [2.03902, -0.02121, -2.13540], [1.03294, 0.02891, -1.04346], [1.16088, -1.10596, 2.29050], [2.78666, 0.15583, 0.88984], [-0.43800, -2.22249, 1.15587], [-1.09504, -0.66798, 1.23168], [0.52225, -2.24473, -0.89570], [-1.09161, -1.29368, -1.15016], [-1.22278, 1.92140, -0.10866], [0.13120, 3.01980, -1.04698], [-1.17253, 2.07691, -2.09043]]}

{"formula": "C21H38O2PtS3Si", "method": "ωB97M-V/def2-TZVPD", "lumo_energy_ev": -0.3, "spin_multiplicity": 1, "homo_lumo_gap_ev": 7.31, "charge": 0, "e_above_lowest_ev": 1.278, "species": ["Pt", "C", "C", "S", "C", "C", "S", "C", "C", "S", "H", "H", "H", "H", "H", "H", "H", "H", "H", "H", "H", "H", "C", "Si", "C", "C", "O", "H", "H", "H", "H", "H", "H", "H", "H", "H", "C", "C", "C", "C", "C", "C", "C", "C", "C", "C", "C", "C", "O", "H", "H", "H", "H", "H", "H", "H", "H", "H", "H", "H", "H", "H", "H", "H", "H", "H"], "coordinates": [[-0.78968, 0.09423, 0.08937], [-3.11780, 3.68859, -1.12738], [-3.18069, 2.65936, -2.25371], [-2.18760, 1.13926, -2.07641], [-3.44742, -0.12919, -1.82877], [-4.10368, -0.07096, -0.45968], [-2.89631, -0.33146, 0.87738], [-3.14350, 1.10534, 1.96718], [-2.74787, 2.46126, 1.39984], [-4.01938, 3.28820, 0.39400], [-3.59328, 4.60460, -1.48242], [-2.08624, 3.93152, -0.87257], [-2.80462, 3.12298, -3.16675], [-4.21255, 2.35513, -2.43143], [-2.91404, -1.06925, -1.97574], [-4.20049, -0.04382, -2.61407], [-4.85366, -0.85696, -0.36231], [-4.57605, 0.89496, -0.29932], [-2.47671, 0.87105, 2.79651], [-4.17496, 1.07591, 2.32220], [-1.85116, 2.35581, 0.79266], [-2.52142, 3.12479, 2.23493], [1.52327, -1.31020, 3.80394], [0.16602, -1.72882, 2.58064], [0.85695, -2.84252, 1.25698], [-1.16771, -2.68451, 3.48398], [-0.47976, -0.32153, 1.98751], [1.60440, -2.07693, 4.57768], [1.32913, -0.35443, 4.29619], [2.49182, -1.23554, 3.30427], [1.17717, -3.79097, 1.69792], [1.71649, -2.39817, 0.75542], [0.10931, -3.06390, 0.49096], [-0.72966, -3.54352, 3.99803], [-1.92286, -3.05784, 2.78771], [-1.67875, -2.07234, 4.23129], [0.79651, -0.71578, -3.68984], [1.19806, -1.81758, -2.71134], [-0.02074, -2.52631, -2.11388], [2.15699, -1.33524, -1.63689], [3.29971, -2.10405, -1.41723], [4.27026, -1.73351, -0.50495], [4.13219, -0.52163, 0.15511], [3.01207, 0.28168, -0.02473], [3.06530, 1.69070, 0.55582], [1.92621, 2.12955, 1.47191], [3.22203, 2.69471, -0.59305], [1.97318, -0.18354, -0.85820], [0.84351, 0.57256, -0.93539], [0.23078, -1.14056, -4.52337], [1.68230, -0.22224, -4.09390], [0.18389, 0.04009, -3.20948], [1.75198, -2.56742, -3.28357], [-0.52873, -1.87797, -1.39404], [0.27594, -3.43142, -1.58145], [-0.73368, -2.80011, -2.89713], [3.42637, -3.01260, -1.99609], [5.13878, -2.35735, -0.33928], [4.92098, -0.17504, 0.81400], [3.98247, 1.71976, 1.15213], [0.99103, 2.22864, 0.92601], [2.16657, 3.10617, 1.90163], [1.76529, 1.43239, 2.29104], [2.32143, 2.69807, -1.20843], [4.07076, 2.43502, -1.22806], [3.38186, 3.70288, -0.20340]]}

{"formula": "C43H45N3O3P2PtS2Te", "method": "ωB97M-V/def2-TZVPD", "lumo_energy_ev": [-5.2, -8.4], "spin_multiplicity": 5, "homo_lumo_gap_ev": [6.67, 4.82], "charge": 2, "s_squared": 6.02, "species": ["Pt", "C", "C", "N", "C", "C", "S", "C", "C", "N", "H", "H", "H", "H", "H", "H", "H", "H", "H", "H", "H", "H", "H", "H", "Te", "C", "C", "C", "N", "C", "C", "C", "P", "C", "C", "C", "C", "C", "C", "C", "C", "C", "C", "C", "C", "P", "C", "C", "C", "C", "C", "C", "C", "C", "C", "C", "C", "C", "H", "H", "H", "H", "H", "H", "H", "H", "H", "H", "H", "H", "H", "H", "H", "H", "H", "H", "H", "H", "H", "H", "H", "H", "C", "C", "C", "C", "C", "C", "C", "S", "O", "O", "O", "H", "H", "H", "H", "H", "H", "H"], "coordinates": [[0.96180, 0.49158, 1.62659], [2.07899, -0.16252, 4.62223], [3.18915, -0.48109, 3.62941], [3.12543, 0.35776, 2.42396], [3.76898, 1.67513, 2.46848], [2.98589, 2.72534, 3.24474], [1.21177, 2.78777, 2.83089], [0.42753, 2.39293, 4.42469], [-0.12032, 0.97384, 4.55821], [0.77577, -0.00793, 3.94708], [2.29405, 0.75811, 5.16285], [2.03537, -0.95619, 5.36882], [3.10442, -1.51142, 3.28936], [4.15977, -0.37351, 4.12072], [3.57056, -0.18686, 1.68326], [3.88734, 2.00308, 1.43731], [4.76882, 1.60155, 2.90484], [3.39094, 3.70854, 3.01255], [3.06397, 2.59011, 4.32135], [-0.38718, 3.10297, 4.55760], [1.16729, 2.62982, 5.18664], [-1.07864, 0.90209, 4.05063], [-0.30103, 0.77296, 5.61929], [0.31209, -0.90810, 3.89261], [-3.04046, -0.32482, -1.07995], [-3.10927, 0.37240, -3.02826], [-2.47166, -0.34322, -4.02491], [-2.58697, 0.15121, -5.31820], [-3.26952, 1.25678, -5.64003], [-3.88577, 1.90695, -4.64610], [-3.84579, 1.50953, -3.31385], [-1.30788, 0.63251, -0.38037], [-1.40031, 1.41087, 1.23707], [-2.75847, 0.54952, 2.07908], [-3.95591, 1.14695, 2.46725], [-4.93824, 0.38945, 3.09899], [-4.73595, -0.96232, 3.34146], [-3.54184, -1.56826, 2.96079], [-2.55344, -0.81473, 2.34353], [-1.91773, 3.11464, 0.94554], [-2.11818, 3.95713, 2.04209], [-2.52331, 5.26829, 1.85140], [-2.71147, 5.75345, 0.56160], [-2.48659, 4.93151, -0.53442], [-2.08710, 3.61316, -0.34719], [0.45297, 0.18631, -0.70854], [0.06465, -1.32144, -1.66532], [0.58868, -1.52172, -2.93110], [0.23967, -2.65755, -3.66102], [-0.63484, -3.60439, -3.13272], [-1.14889, -3.43021, -1.85780], [-0.79501, -2.29358, -1.11712], [1.02281, 1.46442, -1.84894], [0.25565, 1.85477, -2.95055], [0.70664, 2.85480, -3.79803], [1.92835, 3.46984, -3.54665], [2.69050, 3.09106, -2.44819], [2.23957, 2.09216, -1.59695], [-1.90393, -1.24201, -3.82614], [-2.10194, -0.36980, -6.13691], [-4.44576, 2.79251, -4.92564], [-4.36697, 2.07994, -2.55416], [-4.13508, 2.19720, 2.26690], [-5.86782, 0.85843, 3.39599], [-5.50494, -1.54385, 3.83436], [-3.38113, -2.62173, 3.15511], [-1.60664, -1.28023, 2.07705], [-1.96741, 3.58912, 3.05299], [-2.68477, 5.91477, 2.70516], [-3.02393, 6.77947, 0.41294], [-2.61340, 5.31815, -1.53858], [-1.88172, 2.98984, -1.21104], [1.28368, -0.80312, -3.34957], [0.66160, -2.80518, -4.64841], [-0.89540, -4.48430, -3.70770], [-1.78884, -4.18592, -1.41745], [-1.09514, -2.22365, -0.07478], [-0.69630, 1.37807, -3.15362], [0.11057, 3.15142, -4.65275], [2.28875, 4.24479, -4.21160], [3.64282, 3.57048, -2.25865], [2.83752, 1.78444, -0.74668], [2.37671, -7.10200, -2.87356], [2.39902, -5.80052, -2.10907], [3.16856, -4.72439, -2.55403], [3.21887, -3.53469, -1.84775], [2.47965, -3.42018, -0.67345], [1.70699, -4.47534, -0.20368], [1.67322, -5.65777, -0.92927], [2.61135, -1.94758, 0.25303], [2.59441, -0.81326, -0.70027], [3.83940, -1.99097, 1.01455], [1.38375, -1.91355, 1.10981], [2.64318, -6.95541, -3.91953], [1.39543, -7.57537, -2.82953], [3.09541, -7.80530, -2.44690], [3.74478, -4.82506, -3.46721], [3.82441, -2.70645, -2.19736], [1.14499, -4.37243, 0.71732], [1.07837, -6.48995, -0.56659]]}

{"formula": "CH5NOS", "method": "ωB97M-V/def2-TZVPD", "lumo_energy_ev": [0.4, 0.4], "spin_multiplicity": 1, "homo_lumo_gap_ev": [9.50, 9.50], "charge": 0, "e_above_lowest_ev": 4.000, "species": ["C", "N", "O", "S", "H", "H", "H", "H", "H"], "coordinates": [[-0.25918, -0.93504, -0.32492], [1.20372, 1.26188, -0.12512], [0.87334, -0.30910, -0.92255], [0.84624, 1.39144, 1.47387], [-1.04435, -0.80605, -1.10395], [-0.60151, -0.47334, 0.67589], [0.05955, -1.88228, -0.12974], [2.17432, 1.08165, -0.32320], [-0.45482, 1.76159, 1.29425]]}

{"formula": "C6H14O3Pt", "method": "ωB97M-V/def2-TZVPD", "lumo_energy_ev": [0.7, -0.7], "spin_multiplicity": 3, "homo_lumo_gap_ev": [6.97, 7.46], "charge": 0, "s_squared": 2.00, "species": ["C", "O", "C", "C", "O", "C", "C", "O", "C", "Pt", "H", "H", "H", "H", "H", "H", "H", "H", "H", "H", "H", "H", "H", "H"], "coordinates": [[1.90882, -2.09351, 3.07331], [1.38303, -1.01937, 2.33639], [2.23841, -0.57324, 1.31509], [1.56905, 0.53613, 0.54498], [0.51414, 0.00121, -0.21745], [-0.44961, 0.93435, -0.62065], [-1.38357, 0.18776, -1.54761], [-2.56366, 0.93827, -1.76080], [-3.44456, 0.34692, -2.70186], [-3.11294, 2.37618, -0.49877], [1.18145, -2.35194, 3.85185], [2.07146, -2.97348, 2.42693], [2.86587, -1.82129, 3.55142], [2.48570, -1.40618, 0.63118], [3.18202, -0.18791, 1.74308], [2.29287, 1.01647, -0.13613], [1.23452, 1.31583, 1.25225], [-0.09468, 1.84331, -1.13781], [-0.76419, 1.41280, 0.32549], [-1.64404, -0.81403, -1.16982], [-0.87801, 0.02099, -2.51268], [-2.96261, 0.30776, -3.69075], [-3.72616, -0.67028, -2.38793], [-4.34638, 0.97200, -2.75179]]}

For the records above, the corresponding strongest force on any atom values read 0.04809 0.00301 0.23276 0.08979 0.04194 0.01678 0.07648 0.06890 hartree/bohr.
For the records above, the corresponding molecular weight values read 118.13 748.28 276.33 116.10 641.90 1100.61 79.12 329.25 u.
For the records above, the corresponding electronic energy values read -11488.191 -73335.623 -26988.676 -16664.274 -70120.437 -106706.136 -15487.120 -15832.230 eV.